[1]
Molecular formula: C26H42N7O2SSiZr
Method: DFT, the ωB97M-V functional and the def2-TZVPD basis

Last column: natural (NBO) charge in e.
Element x y z (Å)
C (-3.345861, -1.254569, 2.491088)  -1.14
H (-0.167745, 1.450548, 3.615277)  0.37
N (-0.004345, 1.691008, 2.640625)  -0.84
H (0.934564, 0.802101, -2.642079)  0.41
C (0.917834, 2.688207, -1.840627)  -0.22
N (0.411458, -1.267621, 2.291733)  -0.88
C (-4.425137, 2.128472, -0.276391)  -0.16
C (-1.730382, -3.301464, 0.959272)  -1.15
C (-1.298379, -1.986097, -2.328045)  0.07
H (3.437135, 2.962442, 1.734089)  0.21
H (0.279250, 3.644088, 0.607898)  0.21
O (1.167408, -2.362130, 0.118652)  -0.88
H (-4.390026, 0.037859, -0.057823)  0.22
H (2.438982, 0.968105, 2.851998)  0.20
N (0.405696, 1.303474, -1.928824)  -0.87
N (-0.068471, -1.511771, -2.101852)  -0.56
H (1.976673, -2.416271, 3.139576)  0.22
H (-1.406016, -3.488706, 1.981660)  0.22
H (4.156844, 0.758458, 2.496720)  0.21
H (4.372617, 0.546235, -0.971848)  0.20
H (-0.643437, 2.033461, 0.123947)  0.19
C (0.936614, -1.952768, -2.887694)  0.23
C (4.510065, -0.519507, -2.796968)  -0.38
C (1.579873, -3.095280, 1.139666)  0.79
N (1.885020, 2.293617, 0.445547)  -0.46
H (3.959504, 1.959446, 0.401430)  0.21
C (-4.137716, -2.126089, -0.348894)  -1.15
C (3.854129, -0.092254, -1.675813)  -0.33
H (-2.552353, -0.989492, 3.191819)  0.22
H (-5.502114, 2.127408, -0.369482)  0.22
C (2.221229, -1.327059, -2.646333)  -0.31
H (0.611566, -0.610313, 3.041567)  0.41
H (-2.075142, -1.552170, -1.724887)  0.23
H (-2.598500, -3.277027, -3.418389)  0.24
C (-3.726053, 3.324211, -0.340415)  -0.25
H (-0.716009, -4.185441, -4.810643)  0.23
H (-1.770016, 4.187813, -0.224317)  0.21
Zr (0.648037, -0.429973, -0.049144)  2.37
H (1.782277, 4.239719, 1.260814)  0.20
H (-0.566503, 1.324852, -2.234723)  0.41
Si (-2.677597, -1.679912, 0.785678)  1.82
C (2.136610, 2.774742, -0.934461)  -0.24
C (0.714655, 2.967438, 2.593880)  -0.23
H (-4.237249, 4.263768, -0.482359)  0.22
C (-1.710320, 2.056061, -0.016933)  -0.34
H (-4.201614, -1.550169, -1.271140)  0.24
N (2.805957, -0.324055, 1.258288)  -0.86
H (0.480219, -3.301285, 2.965131)  0.25
N (-1.643230, -0.344211, 0.232978)  -1.33
O (2.251732, -4.083772, 1.045563)  -0.55
C (0.726858, -2.922044, -3.866458)  -0.24
C (-3.773997, 0.919756, -0.094606)  -0.31
C (1.107831, -2.544998, 2.489125)  -0.36
H (-4.040497, -0.418659, 2.462919)  0.25
C (1.144514, 3.343786, 1.184664)  -0.24
H (-4.087595, -3.178502, -0.621464)  0.24
H (-2.424143, -4.102880, 0.719016)  0.26
S (3.528955, -1.509416, -3.763472)  0.46
C (-0.539815, -3.427730, -4.059877)  -0.12
H (1.202738, 3.062692, -2.830614)  0.21
C (3.168279, 2.077866, 1.143216)  -0.23
H (1.591577, 2.887375, 3.241368)  0.19
H (5.520628, -0.296381, -3.091224)  0.25
H (-5.079874, -1.976416, 0.179277)  0.25
H (-0.596527, -1.406766, 2.306937)  0.41
C (-2.349282, 3.271389, -0.200544)  -0.20
H (0.114304, 3.334033, -1.494991)  0.21
H (-0.882247, -3.419075, 0.288276)  0.26
H (1.560022, -3.275006, -4.457803)  0.24
C (2.494163, -0.532657, -1.557870)  -0.50
H (-0.932725, 1.791569, 2.231549)  0.39
H (0.124623, 3.807673, 2.982508)  0.20
H (3.490445, -0.467900, 0.516643)  0.42
H (2.926398, 2.159117, -1.366468)  0.23
C (-2.374588, 0.837118, 0.031956)  0.25
H (-3.874913, -2.109790, 2.909296)  0.25
C (-1.583928, -2.936076, -3.287252)  -0.26
H (2.499157, 3.812517, -0.922200)  0.20
H (2.894868, -1.145962, 1.848935)  0.39
C (3.163040, 0.861260, 2.044345)  -0.22

Forces on atoms 1 to 2 (eV/Å):
C 0.03 -0.01 -0.16
H -0.02 0.04 -0.05

Charge   +1
Calculated total energy   -62162.724 eV
Frontier orbital gap   7.780 eV
E_HOMO   -0.3764 Eh
Energy above the lowest of the compared OMol25 structures with the same formula, charge and spin   1.7 kcal/mol


[2]
Molecular formula: C26H43BF4OPtSSi2
Method: DFT, the ωB97M-V functional and the def2-TZVPD basis

Last column: Mulliken charge in e.
Element x y z (Å)
H (-4.651872, -1.542376, 1.671930)  0.57
C (-3.643297, -1.172382, 4.111072)  -0.22
C (1.569970, 1.474647, -0.675107)  -0.10
H (3.780803, 2.639908, 1.504364)  0.31
H (3.309279, 0.472618, -3.365169)  0.36
C (2.910576, -0.382334, -2.813595)  -1.01
C (0.152080, 4.001493, -2.596387)  -1.44
H (-1.048005, 2.861230, 0.797714)  0.14
H (0.006669, 4.252910, 0.521215)  0.29
H (-1.088645, 3.847363, -5.041537)  0.44
H (1.242435, 2.904692, -4.887442)  0.50
H (2.754800, 3.762598, 2.401652)  0.34
H (-1.945294, -3.905324, -0.901135)  0.36
H (-1.736220, 2.210961, -4.888311)  0.45
H (0.257334, -3.618530, 2.767149)  0.37
H (-1.764012, -2.490365, 2.616253)  0.39
C (1.938544, -1.494533, -0.131221)  -0.60
C (-2.632822, 0.781375, 3.148330)  0.08
C (4.405533, 0.373893, -0.266369)  -1.22
C (0.916320, 2.162356, -4.156339)  -1.17
C (1.070014, -5.212518, -0.107035)  -0.55
H (1.969118, -0.686570, -3.277238)  0.23
H (3.619657, -1.206450, -2.933906)  0.43
Si (2.709358, -0.008001, -0.989789)  -0.03
H (5.130117, -0.389574, -0.563237)  0.36
H (-3.364616, -1.434777, 6.219471)  0.40
Pt (-0.162309, 0.553414, -1.126004)  1.03
C (-0.056157, -4.901908, -0.855900)  -0.48
C (-3.154079, -0.813064, 5.358699)  -0.66
C (-0.706902, 1.645669, -2.470309)  -1.01
Si (1.350253, 2.212958, 1.054287)  0.17
H (-4.235511, -2.074693, 4.003891)  0.37
C (-0.139731, 3.362760, 1.137116)  -0.92
B (-0.953614, -2.105790, -3.197436)  -0.17
H (0.872515, -1.657980, -0.341623)  -0.04
O (-1.403819, -0.514586, 0.719977)  -1.07
H (-4.225050, 0.053719, 1.053237)  0.44
C (-1.082238, -4.156810, -0.293982)  -0.27
C (-2.398308, 0.341992, 5.500975)  -0.48
C (-3.387373, -0.379604, 2.995486)  0.35
H (-2.423273, 1.397486, 2.283412)  0.22
S (-2.532325, -1.502493, 0.591527)  0.43
C (2.874737, 3.245774, 1.444981)  -1.18
H (2.065542, -4.979034, 1.780930)  0.40
C (0.164952, -3.990413, 1.752723)  -0.33
C (-2.140787, 1.138751, 4.394073)  -0.58
H (0.750222, 1.278977, 3.275646)  0.33
F (-2.144001, -2.778505, -3.415075)  -0.31
H (0.428918, 0.093097, 2.017417)  -0.24
H (1.920778, 2.289673, -1.314383)  0.34
F (0.141744, -2.958929, -3.182168)  -0.35
H (2.428951, -2.403583, -0.488434)  0.43
H (3.031703, 4.007883, 0.676411)  0.30
C (-3.859491, -0.792241, 1.636446)  -1.39
C (-0.276661, 2.745982, -3.366517)  2.87
H (1.868308, -5.797252, -0.546604)  0.41
H (-0.689902, 4.427628, -2.048261)  0.37
H (4.773003, 1.338074, -0.625874)  0.35
C (1.181446, -4.753790, 1.197923)  -0.67
H (2.090364, 0.374813, 2.564882)  0.37
H (1.738107, 1.933778, -3.483484)  -0.02
H (-1.553005, 2.042030, 4.499845)  0.43
C (-0.979560, -3.700262, 1.017113)  0.47
H (-1.678760, 1.195914, -2.754074)  0.46
H (0.635954, 1.248183, -4.681977)  0.31
C (-2.081073, -2.896952, 1.655938)  -1.02
H (-2.279810, 3.492028, -3.787995)  0.44
H (-0.136175, -5.216055, -1.888210)  0.37
H (0.944281, 3.785170, -1.888886)  0.18
H (-2.994687, -3.481752, 1.796253)  0.54
H (0.511239, 4.751086, -3.303980)  0.48
F (-0.767531, -1.037538, -4.086803)  -0.34
F (-1.044107, -1.493804, -1.861614)  -0.22
H (2.050819, -1.441873, 0.952843)  0.32
H (4.385515, 0.401343, 0.825813)  0.30
H (-0.293434, 3.693717, 2.168861)  0.44
H (-2.014594, 0.623181, 6.473446)  0.41
C (1.136019, 0.859913, 2.341532)  -0.28
C (-1.418932, 3.091606, -4.327425)  -2.00

Forces on atoms 1 to 2 (eV/Å):
H 0.02 -0.01 0.01
C -0.02 0.02 0.01

Charge   0
Calculated total energy   -71097.052 eV
Frontier orbital gap   7.967 eV
E_HOMO   -0.3280 Eh
Energy above the lowest of the compared OMol25 structures with the same formula, charge and spin   13.4 kcal/mol


[3]
Molecular formula: C26H43Br2NO5SSr
Method: DFT, the ωB97M-V functional and the def2-TZVPD basis

Last column: Mulliken charge in e.
Element x y z (Å)
H (-2.323460, 2.238012, 1.147285)  0.24
C (-0.470096, 0.985571, 3.803804)  -1.16
C (-2.484549, -2.859505, -0.532266)  -0.77
O (0.438674, -2.783288, -0.166369)  -0.75
H (-3.086046, 0.319856, -0.826463)  -0.01
C (1.201845, 5.498776, -0.595276)  -1.13
C (-2.077699, -0.535517, -2.514682)  -0.75
H (-2.787881, 0.937889, 2.214612)  0.28
H (-2.173233, -3.379887, 0.368939)  0.09
H (-0.556619, 5.684886, -1.790388)  0.54
S (1.329002, -2.620207, 1.028987)  0.77
H (1.366691, -6.802872, -0.156654)  0.41
N (0.444488, 2.826567, -0.371283)  1.63
H (-2.613038, 0.025429, -3.289719)  0.36
H (0.730734, -1.758629, -2.643831)  0.13
H (-1.263419, 3.511335, 4.537470)  0.42
C (-0.291164, 3.675271, -1.056930)  0.26
C (0.695705, -5.336373, 1.279607)  -0.02
C (3.358499, 2.786014, 1.787227)  -0.05
H (3.101762, -2.092018, 3.262845)  0.29
C (3.935295, -1.807090, 1.276267)  0.62
C (2.845049, 0.525899, -1.693830)  -0.90
C (-1.561686, 3.188224, -1.695166)  -0.96
H (1.929674, -0.845654, -3.592315)  0.45
C (4.060456, -2.189992, 2.747187)  -1.51
C (1.550813, 3.282300, 0.275644)  -1.25
C (0.074378, 5.030797, -1.202931)  -1.07
H (-0.277675, 0.141456, -4.112806)  0.41
H (1.892226, -5.163110, -0.519528)  0.21
O (-0.909007, 0.169441, -2.130197)  0.63
C (0.125498, 0.251873, -3.102138)  -1.05
C (1.138171, -4.106232, 2.058506)  -1.08
H (-3.929500, -1.068246, -1.549105)  0.51
H (3.399224, -3.800270, 0.556758)  0.50
H (0.072101, 1.425781, 4.645254)  0.41
C (2.251820, 2.299573, 1.096847)  -0.37
Sr (-0.156831, 0.105432, 0.395343)  1.00
C (-1.904764, 1.425309, 1.768111)  -1.69
H (-2.303244, 3.986851, -1.708182)  0.57
C (3.055867, -2.769119, 0.480158)  -1.08
H (0.444216, -6.106159, 2.012607)  0.49
H (-1.258628, 0.341898, 4.206343)  0.29
C (1.192140, -0.778434, -2.784301)  -0.57
H (3.526725, -0.796276, 1.201364)  -0.55
H (1.499154, 6.533963, -0.693090)  0.34
C (3.130901, 5.013967, 0.923181)  0.00
Br (3.768195, 6.804664, 0.838382)  -0.26
H (2.994211, -2.482166, -0.569847)  0.34
H (-1.853439, -3.200771, -1.355596)  0.28
H (-2.708502, 2.522638, 4.252508)  0.36
H (4.414506, -3.218121, 2.862529)  0.38
O (1.828771, -0.464615, -1.556858)  0.52
H (-0.246372, 2.625808, 2.461165)  -0.55
C (3.794709, 4.114377, 1.701058)  -0.37
H (-0.226401, -5.091898, 0.748437)  0.00
Br (4.307027, 1.586700, 2.901573)  -0.22
H (4.666411, 4.418165, 2.264186)  0.44
O (1.827117, 1.094508, 1.134726)  0.36
C (-1.880503, 3.042442, 3.761787)  -1.83
H (2.676218, -6.083526, 0.776465)  0.32
H (4.762289, -1.532330, 3.258014)  0.41
H (3.570471, 0.213144, -2.451845)  0.46
H (0.248823, 0.356107, 3.266010)  0.01
H (-2.309555, 3.831441, 3.141155)  0.37
H (-1.963534, 2.347302, -1.136085)  -0.25
C (-1.079962, 2.057125, 2.897586)  2.28
H (0.545410, 1.256983, -3.016519)  0.25
H (-1.819843, -1.522316, -2.916154)  0.38
H (-1.391104, 2.876432, -2.729368)  0.21
H (0.385739, -3.832630, 2.800129)  0.45
H (2.434131, 1.501791, -1.964919)  0.29
C (1.978553, 4.626235, 0.194507)  0.95
H (3.328299, 0.618923, -0.726535)  0.01
O (-2.335234, -1.468925, -0.289205)  -0.16
H (2.088037, -4.251801, 2.575133)  0.44
C (-2.948254, -0.665085, -1.279988)  -0.64
H (4.923793, -1.793525, 0.811133)  0.46
H (-3.533392, -3.088871, -0.742639)  0.38
C (1.721227, -5.873645, 0.289296)  -1.20

Forces on atoms 1 to 2 (eV/Å):
H -0.01 0.06 0.08
C 0.03 0.03 -0.02

Charge   0
Calculated total energy   -191143.568 eV
Frontier orbital gap   6.058 eV
E_HOMO   -0.2154 Eh
Energy above the lowest of the compared OMol25 structures with the same formula, charge and spin   8.4 kcal/mol